[1]
The following is a quantum chemistry calculation of C14H23N3O2S as an isolated structure in a non-equilibrium geometry, from the OMol25 dataset.

The calculation puts the HOMO energy at -7.830 eV. The value obtained for the LUMO energy is 0.0003 Eh. For the frontier orbital gap, the calculation gives 7.8 eV.

Structure (XYZ):
```
43
Properties=species:S:1:pos:R:3:mulliken_charge:R:1
C -5.48696 -1.85062 -1.95425 -1.38
C -4.58325 -0.67571 -2.33528 -0.72
C -3.64286 -0.39326 -1.22977 -0.60
C -2.60171 0.78118 -1.39782 -1.22
C -1.82822 1.40584 -0.10887 -1.60
C -0.82382 0.12545 0.55818 -0.74
C 0.34555 -0.36326 -0.24425 0.48
C 1.29229 -1.21973 0.10735 -0.98
H 1.02225 -2.25402 -0.12494 0.37
C 2.58305 -0.93325 -0.36802 0.86
C 2.60144 0.44332 -0.82743 0.07
O 3.46299 1.40827 -1.00656 -0.68
O 1.07190 1.02124 -0.63348 -0.41
C 3.83115 -1.36542 0.49453 -1.06
H 4.61612 -1.64756 -0.04668 0.55
H 3.49063 -2.09284 1.40745 0.29
C 4.30783 -0.07927 1.43078 -1.02
C 3.37731 0.70714 2.02323 0.44
N 2.34678 0.31979 2.50454 -0.26
C 1.67686 1.28997 3.03046 0.12
S 0.31042 1.53884 3.89045 -0.46
N 2.34232 2.35928 2.45436 -0.31
N 3.42363 2.01053 1.73415 0.03
H 3.79893 2.43484 1.05266 0.20
H 2.09402 3.62736 2.39166 0.38
H 5.02563 -0.48144 2.01114 0.51
H 4.89328 0.60148 0.74361 0.32
H 2.84146 -1.48668 -1.50904 0.52
H 1.30898 -1.28399 1.36630 0.35
H -0.09486 -0.67787 -1.38249 0.13
H -1.36698 -0.76916 0.55831 0.49
H -0.40624 0.63579 1.36006 -0.07
H -2.42447 1.50711 0.56727 0.76
H -1.13746 2.12265 -0.35770 0.59
H -1.87019 0.45436 -2.11719 0.39
H -3.02626 1.50096 -1.92806 0.83
H -3.03658 -1.11922 -0.88656 0.39
H -4.15947 -0.29368 -0.12968 0.32
H -3.78753 -0.97576 -3.14736 0.20
H -4.82548 0.13574 -2.56885 0.77
H -6.18875 -1.61187 -1.03773 0.26
H -5.92010 -2.18097 -2.72601 0.57
H -4.85364 -2.67558 -1.61846 0.32
```

---

[2]
The following is a quantum chemistry calculation of C8H12LiN3O2 as an isolated structure, from the OMol25 dataset.

The calculation puts the HOMO energy at -7.964 eV. The value obtained for the LUMO energy is 0.0078 Eh. For the frontier orbital gap, the calculation gives 8.2 eV.

Structure (XYZ):
```
26
Properties=species:S:1:pos:R:3:mulliken_charge:R:1
Li -1.04477 0.26703 0.95111 0.97
N -2.13948 -1.47421 0.57459 -0.58
C -3.46662 -1.06343 0.02715 -0.50
C -3.37290 0.27276 -0.69920 -0.63
C -3.25064 1.43095 0.30793 0.61
O -4.29336 1.97198 0.65789 -0.66
O -2.06764 1.67808 0.73470 -0.89
H -1.60932 -1.90841 -0.17604 0.19
H -2.26757 -2.20192 1.26836 0.21
H -4.14724 -0.96356 0.87344 0.35
H -3.86210 -1.83882 -0.63387 0.34
H -4.27804 0.42036 -1.28745 0.33
H -2.52594 0.24633 -1.39522 0.26
N 4.92992 0.39346 -0.68263 -0.49
C 3.62747 0.28875 -0.28798 1.08
C 3.03332 1.26213 0.52151 -0.56
C 1.72127 1.10115 0.90485 -0.36
N 0.95508 0.05700 0.56277 -0.50
C 1.53803 -0.86892 -0.20419 -0.18
C 2.83977 -0.80857 -0.64886 -0.70
H 5.40780 1.26869 -0.56755 0.21
H 5.27656 -0.20769 -1.40788 0.21
H 3.58465 2.13566 0.84235 0.31
H 1.24812 1.86339 1.51356 0.40
H 0.92552 -1.71937 -0.48327 0.28
H 3.23811 -1.60279 -1.26605 0.30
```

---

[3]
The following is a quantum chemistry calculation of a 2-piece molecular cluster, C2H7N3O2 overall in a non-equilibrium geometry, from the OMol25 dataset.

Its SMILES is NC(=O)O.C=NN. The calculation puts the HOMO energy at -9.407 eV. The value obtained for the LUMO energy is 0.0350 Eh. For the frontier orbital gap, the calculation gives 10.4 eV.

Structure (XYZ):
```
14
Properties=species:S:1:pos:R:3:mulliken_charge:R:1
N 1.65558 -1.02543 -1.21447 -0.46
C 0.64124 -0.84082 -0.28662 0.64
O -0.55374 -1.14236 -0.56563 -0.64
O 1.09449 -1.14181 0.98316 -0.53
H 1.39700 -1.56204 -2.02972 0.25
H 2.57917 -1.15376 -0.82502 0.23
H 0.31317 -0.96041 1.54783 0.46
C -2.15419 0.98691 0.45246 -0.22
N -1.06368 0.75285 1.07101 -0.30
N 0.23943 1.17627 0.28011 -0.51
H -2.22996 1.34333 -0.58178 0.24
H -3.08298 0.76195 0.99224 0.26
H 0.12815 1.41897 -0.70382 0.29
H 1.03635 1.38635 0.88024 0.29
```

---

[4]
The following is a quantum chemistry calculation of a 3-piece molecular cluster, C14H27B2O8S2 overall in a non-equilibrium geometry, from the OMol25 dataset.

As for the total charge: -1. The calculation puts the HOMO energy at -3.800 eV. The value obtained for the LUMO energy is 0.0869 Eh. For the frontier orbital gap, the calculation gives 6.2 eV.

Structure (XYZ):
```
53
Properties=species:S:1:pos:R:3:mulliken_charge:R:1
C 2.66341 3.91252 -0.23295 -0.72
C 1.47197 3.34393 -0.28663 -0.33
C 0.11695 2.47809 -0.42199 0.54
O 0.56756 1.30508 -1.19678 -0.61
B -0.75759 0.63674 -1.44514 1.15
C -0.80310 -0.44939 -0.18617 -0.38
O -1.79145 1.68926 -1.51137 -0.76
C -1.04953 2.96776 -1.43324 0.19
C -2.04594 4.16491 -1.00639 -0.69
B -3.36707 3.64257 -0.16842 0.61
O -3.45506 4.02471 1.24842 -0.62
O -4.45495 2.87849 -0.74236 -0.61
H 3.80551 4.10871 -0.22285 0.33
H -0.22227 2.30545 0.66369 0.08
H -0.78075 0.04351 -2.48865 -0.37
H -0.04866 -1.28901 -0.48361 0.04
H -0.37913 -0.00441 0.80615 0.11
H -1.85200 -0.88954 0.01390 -0.09
H -0.70405 3.18487 -2.52265 0.17
H -2.44682 4.62505 -2.00286 0.30
H -1.54699 5.01518 -0.40470 0.15
H -3.04341 3.28576 1.76708 0.29
H -4.40125 1.92039 -0.51867 0.31
C -3.70915 -5.56165 -1.60301 -0.57
C -5.01138 -4.88589 -1.16989 -0.61
C -4.63688 -3.66290 -0.33104 -0.73
S -3.02915 -3.13213 -0.91048 1.19
O -2.07340 -3.31868 0.15544 -0.65
O -3.16811 -1.87988 -1.61423 -0.61
C -2.80801 -4.44040 -2.10301 -0.79
H -3.88038 -6.31409 -2.37667 0.34
H -3.24732 -6.05877 -0.74312 0.29
H -5.56906 -4.56739 -2.05733 0.29
H -5.65343 -5.56850 -0.60702 0.32
H -5.35437 -2.85123 -0.46058 0.36
H -4.54813 -3.91576 0.72748 0.37
H -1.75687 -4.72434 -2.15369 0.39
H -3.14482 -4.06792 -3.07348 0.37
C 4.77921 -0.15352 2.60354 -0.63
C 6.13800 0.35145 3.09368 -0.64
C 6.80794 1.07408 1.92387 -0.64
S 5.48183 1.70054 0.89927 1.16
O 5.52476 1.01978 -0.37375 -0.67
O 5.44196 3.14325 1.00379 -0.69
C 4.14637 1.01623 1.86175 -0.51
H 4.15003 -0.49183 3.42999 0.34
H 4.92338 -0.99718 1.92009 0.31
H 5.98885 1.05166 3.92283 0.30
H 6.76385 -0.46517 3.46308 0.32
H 7.42601 1.90601 2.26531 0.33
H 7.40680 0.38904 1.32029 0.34
H 3.32865 0.71751 1.20496 0.32
H 3.80746 1.78705 2.55811 0.30
```

---

[5]
The following is a quantum chemistry calculation of C22H39N8OS2Sc as an isolated structure in a non-equilibrium geometry, from the OMol25 dataset.

As for the total charge: +2. The calculation puts the HOMO energy at -13.761 eV. The value obtained for the LUMO energy is -0.2053 Eh. For the frontier orbital gap, the calculation gives 8.2 eV.

Structure (XYZ):
```
73
Properties=species:S:1:pos:R:3:mulliken_charge:R:1
Sc 0.11215 1.11696 0.67240 0.35
C -3.57101 0.07654 -4.30499 -1.08
C -4.33090 0.32151 -3.03661 -0.58
N -3.68791 1.39263 -2.25613 0.23
C -4.18993 2.74307 -2.31537 -1.02
C -5.13531 3.02938 -1.07386 -0.89
C -2.62669 1.05674 -1.50786 0.20
S -1.81448 2.37292 -0.53614 -0.12
N -2.20653 -0.18875 -1.55703 -0.02
C -1.05857 -0.77674 -1.44476 -0.25
O -0.03800 -0.31752 -0.75660 -0.12
C -0.79149 -2.11974 -1.99399 0.68
C -1.80971 -3.07830 -2.09812 -0.07
C -1.57207 -4.28814 -2.64925 -0.79
C -0.24587 -4.66614 -2.89899 -0.41
C 0.79441 -3.77841 -2.67803 -0.66
C 0.52251 -2.47531 -2.34457 -0.28
H -4.29977 -0.12023 -5.15069 0.33
H -2.91444 -0.78513 -4.16405 0.24
H -2.93477 0.85537 -4.68195 0.35
H -4.30925 -0.58113 -2.41768 0.34
H -5.37216 0.59508 -3.19163 0.57
H -4.80787 2.80386 -3.21907 0.46
H -3.48738 3.57928 -2.42394 0.48
H -6.16711 2.62311 -1.23026 0.32
H -5.22749 4.09904 -0.96459 0.36
H -4.70882 2.64417 -0.21887 0.24
H -2.86623 -2.83901 -1.77957 0.30
H -2.36131 -4.99210 -2.81648 0.45
H -0.02974 -5.64437 -3.39583 0.36
H 1.83323 -4.14180 -2.85662 0.36
H 1.27831 -1.70428 -2.37037 0.35
N -1.58420 0.09080 1.89327 -0.02
C -1.38671 0.61182 3.23668 -0.44
C -1.36365 2.18059 3.31601 -0.59
N -0.21929 2.67282 2.61610 -0.24
H -2.33006 0.58650 1.43896 0.15
H -1.84623 -0.90399 1.87460 0.23
H -0.46303 0.17097 3.66649 0.05
H -2.24289 0.19102 3.82043 0.50
H -1.32000 2.46019 4.42667 0.37
H -2.28127 2.60559 2.85059 0.36
H 0.55897 2.60379 3.26491 0.23
H -0.39765 3.66616 2.44903 0.28
C 4.27591 -2.57521 3.85492 -0.93
N 2.92111 -2.21067 3.27843 0.11
C 1.81079 -2.50234 4.28827 -1.03
C 2.91222 -1.12260 2.49078 0.07
S 1.72691 0.09073 2.65039 -0.52
N 3.90250 -1.02026 1.52901 0.32
C 4.45898 0.28512 1.25214 -0.96
C 3.96945 -1.98755 0.45282 -1.07
H 4.02916 -2.88361 4.85208 0.46
H 4.80560 -1.61483 3.94675 0.33
H 4.75558 -3.35934 3.27566 0.24
H 2.11440 -3.23080 4.98739 0.44
H 0.90694 -2.81972 3.81742 0.27
H 1.58618 -1.57660 4.84044 0.41
H 4.07973 0.94925 2.00108 0.42
H 4.15407 0.74996 0.26164 0.14
H 5.54523 0.22907 1.18426 0.32
H 3.27630 -2.83499 0.64407 0.38
H 5.04697 -2.20851 0.38419 0.36
H 3.68648 -1.55576 -0.52299 0.29
N 2.16117 1.99621 -1.75121 -0.11
C 2.88560 3.07014 -2.12952 -0.34
C 3.10385 3.87360 -0.98560 -0.92
C 2.22179 3.39661 -0.03428 -0.41
N 1.70584 2.24367 -0.44581 0.64
H 1.79118 1.26627 -2.37011 0.11
H 3.36496 3.07052 -3.08341 0.48
H 3.65207 4.78364 -0.81767 0.42
H 2.04921 3.74915 0.95665 0.52
```

---

[6]
The following is a quantum chemistry calculation of a 2-piece molecular cluster, C2H8N3O overall in a non-equilibrium geometry, from the OMol25 dataset.

The calculation puts the HOMO energy (spin up / spin down) at -3.852 / -8.016 eV. The value obtained for the LUMO energy (spin up / spin down) is 0.0233 / 0.0221 Eh. The spin multiplicity is 2. For the frontier orbital gap (spin up / spin down), the calculation gives 4.5 / 8.6 eV.

Structure (XYZ):
```
14
Properties=species:S:1:pos:R:3:mulliken_charge:R:1
C 1.77158 0.94567 -0.12508 0.08
N 1.43427 2.05365 0.56163 -0.33
O 1.08289 -0.06788 -0.13217 -0.62
H 2.78079 1.03277 -0.61509 0.31
H 2.07705 2.77448 0.81158 0.23
H 0.59037 1.91702 1.09642 0.25
N -0.60085 -1.79252 0.33276 -0.44
C -1.80916 -1.31296 -0.17684 -0.28
N -1.80598 0.00470 -0.58802 -0.41
H 0.24530 -1.21004 -0.09379 0.40
H -0.73575 -2.68995 0.75100 0.14
H -2.67934 -1.95985 -0.29983 0.40
H -2.64814 0.54928 -0.63492 0.19
H -1.08506 0.64522 -0.33044 0.08
```